No. 1
{"formula": "C5H6N", "method": "ωB97M-V/def2-TZVPD", "molar_mass_g_mol": 80.11, "relative_energy_kcal_mol": 112.2, "charge": 1, "e_tot_ev": -6760.3137, "multiplicity": 1, "gap_ev": 7.935, "max_force_ev_per_a": 2.18, "elements": ["C", "C", "C", "C", "C", "N", "H", "H", "H", "H", "H", "H"], "xyz": [[-1.49121, 0.52488, -0.09087], [-2.74416, 0.38342, 0.02964], [-0.13879, 0.54192, -0.09076], [0.89785, -0.56507, -0.14735], [1.85472, 0.61648, 0.05780], [0.74775, 1.51325, -0.00987], [-3.19371, -0.10942, 0.88751], [-3.48028, 0.73210, -0.68724], [0.83794, -1.31159, 0.63827], [0.94032, -1.03618, -1.12814], [2.37434, 0.65661, 1.02106], [2.60366, 0.83357, -0.71047]], "forces_ev_per_a": [[-0.8, 0.4, 0.2], [-0.4, 0.0, -0.1], [1.9, -0.5, 0.0], [0.0, -0.8, -0.3], [0.4, -0.9, -0.2], [-1.4, 1.7, 0.3], [0.2, 0.0, 0.3], [0.1, 0.1, -0.4], [0.0, -0.1, 0.0], [0.1, -0.1, 0.0], [-0.1, 0.2, 0.0], [-0.1, 0.0, 0.0]], "nbo_charge": [0.461, -0.435, -0.009, -0.416, -0.300, -0.034, 0.331, 0.332, 0.251, 0.259, 0.282, 0.278]}


No. 2
{"formula": "C2H7NS", "method": "ωB97M-V/def2-TZVPD", "molar_mass_g_mol": 77.15, "relative_energy_kcal_mol": 42.3, "e_tot_ev": -14510.8269, "multiplicity": 1, "gap_ev": 10.545, "max_force_ev_per_a": 2.64, "smiles": "C=NC.S", "elements": ["S", "H", "C", "C", "N", "H", "H", "H", "H", "H", "H"], "xyz": [[-3.86246, -0.86961, -0.10170], [-3.42108, -1.50204, -1.27307], [2.14349, 1.20016, 0.73170], [3.90770, 0.10504, -0.18361], [2.73961, 0.55262, -0.39895], [1.04517, 1.24557, 0.69178], [2.38880, 2.27309, 0.69706], [2.17476, 0.61654, 1.63815], [4.34061, 0.06014, 0.83025], [4.67961, 0.12423, -0.97049], [-4.73340, -0.40844, -1.02043]], "forces_ev_per_a": [[0.2, -0.6, -2.1], [0.2, 0.2, 1.5], [-2.6, -0.1, 0.1], [0.5, 1.4, 0.1], [1.3, 0.3, -0.6], [0.0, -0.1, -0.9], [0.6, -0.6, 0.6], [1.3, 0.3, 0.9], [-0.2, -0.1, 0.0], [-0.8, -1.1, -0.2], [-0.4, 0.4, 0.7]], "nbo_charge": [-0.300, 0.156, -0.469, -0.057, -0.386, 0.198, 0.217, 0.192, 0.129, 0.176, 0.144]}